Computed, not measured: 2 unconnected molecules or ions with the total composition C8H19BBr4NO2S in a non-equilibrium geometry, with ωB97M-V with the def2-TZVPD basis set.

The geometry in XYZ format:
```
36
Properties=species:S:1:pos:R:3:forces:R:3:lowdin_charge:R:1
C 4.6252 0.4141 0.4629 -0.4 0.0 -0.1 -0.151
C 3.6982 0.2879 -0.9169 1.3 -0.5 0.6 -0.277
N 2.5600 1.3227 -0.9471 0.5 -0.9 0.7 -0.057
C 1.6572 1.1756 0.2683 -2.7 -1.1 -1.8 -0.253
C 0.2731 2.0816 0.3501 3.6 -2.0 -0.7 -0.363
O -0.5194 1.1196 1.1851 3.7 -0.3 0.2 -0.458
B -0.4648 -0.1102 0.3684 2.3 0.0 -0.3 -1.119
S -0.5980 -1.7978 1.2443 0.0 -1.8 0.1 0.604
O 0.9890 -0.1339 -0.0239 1.1 1.6 0.7 -0.183
H 5.6909 -0.0800 0.2759 -2.3 1.1 0.4 0.067
H 4.1010 -0.1527 1.3733 1.2 1.3 -2.1 0.081
H 4.7488 1.5659 0.7380 -0.2 -2.5 -0.6 0.078
H 3.3216 -0.8185 -0.9746 0.5 2.0 0.2 0.106
H 4.4532 0.4251 -1.8287 -1.9 0.1 1.8 0.107
H 1.9586 1.0109 -1.7572 0.7 0.5 1.4 0.114
H 2.1308 1.3289 1.3275 -0.3 -0.8 -2.2 0.157
H 0.3585 3.1028 0.9159 0.8 -2.3 -1.4 0.077
H -0.4047 2.1588 -0.6119 2.6 0.0 1.2 0.096
H -1.2421 0.0750 -0.4998 -0.6 -0.3 -1.0 0.064
H 0.2449 -2.6319 0.4420 -1.1 1.6 0.9 -0.168
Br 0.9306 -4.3894 -1.9830 0.0 -0.1 0.0 0.609
C -0.6502 -5.4946 -2.2708 0.1 0.1 -0.2 -0.704
C -1.8277 -4.9828 -1.4745 -0.2 -0.1 0.2 -0.690
Br -1.6701 -5.4661 0.4086 0.0 0.0 -0.2 0.586
H -0.3711 -6.5224 -2.0214 -0.2 0.3 0.0 0.046
H -0.8520 -5.4279 -3.3438 0.0 0.0 0.2 0.052
H -2.7556 -5.4533 -1.8118 0.2 0.0 0.0 0.052
H -1.9410 -3.8959 -1.5168 0.2 -0.2 0.1 0.057
Br -5.3031 2.5722 1.9866 0.0 0.0 0.1 0.561
C -4.0260 4.0337 2.1773 -0.2 0.6 -0.2 -0.716
C -3.0956 4.1056 0.9892 0.2 0.4 0.1 -0.652
Br -1.7254 2.7205 1.0809 -8.2 3.1 1.9 1.106
H -3.5061 3.8816 3.1275 0.0 -0.1 -0.3 0.045
H -4.6373 4.9384 2.2437 0.0 -0.2 0.1 0.040
H -2.5447 5.0504 0.9869 -0.4 0.2 0.1 0.044
H -3.6065 3.9862 0.0297 -0.1 0.2 0.3 0.043
```
Positions in Å, forces in eV/Å.

Results
* LUMO: 0.09136 Ha
* HOMO level: -0.1608 hartree
* net charge: -1
* total energy: -11240.4649 Eh
* multiplicity: 1
* frontier orbital gap: 6.86 eV

Computed, not measured: 2 unconnected molecules or ions with the total composition C8H19BS2 in a non-equilibrium geometry, with ωB97M-V with the def2-TZVPD basis set.

The geometry in XYZ format:
```
30
Properties=species:S:1:pos:R:3:forces:R:3:lowdin_charge:R:1
B 1.0821 0.0325 -0.3401 1.4 3.8 -0.7 -0.533
C -0.4859 4.8946 -2.1986 1.4 -2.1 -0.1 -0.120
C -0.3325 -3.7755 3.3505 1.4 1.2 3.4 -0.154
C 0.1163 1.0312 -1.1228 -0.1 -1.0 0.8 -0.238
C -0.7345 3.3610 -2.2255 0.5 -0.5 0.9 -0.208
C -0.1503 -3.7750 1.8923 -0.5 -1.8 -2.1 -0.288
C 0.3111 2.5624 -1.2737 -1.3 -0.7 0.8 -0.224
C -0.8493 -2.6851 1.0882 1.1 0.9 0.2 -0.289
C -0.1415 -2.4373 -0.2147 -0.3 -0.8 -3.4 -0.473
S 3.4014 1.4880 0.3132 -1.7 -1.3 -0.6 0.215
S 1.4743 -1.5849 -0.0326 0.6 -1.3 0.8 0.976
H -0.9310 5.4708 -1.4587 -1.2 0.3 2.0 0.042
H -0.8727 5.3514 -3.0623 0.2 0.5 -1.6 0.050
H 0.5666 5.0115 -1.9998 0.6 0.6 -0.7 0.068
H -1.2996 -3.8595 3.7804 -1.4 -0.6 -0.4 0.056
H -0.0507 -2.8459 3.9447 0.3 -0.5 -1.3 0.099
H 0.2730 -4.5396 3.8786 -0.3 0.1 -0.6 0.082
H -0.8433 0.8144 -0.6431 -0.4 0.0 -0.2 0.103
H 0.1074 0.5452 -2.0781 -0.3 -0.4 -1.0 0.091
H -1.8080 3.2875 -1.8917 1.0 -0.9 -0.6 0.107
H -0.5104 2.9545 -3.2726 -0.8 0.6 1.4 0.121
H -0.6765 -4.7950 1.5160 1.9 2.0 0.5 0.163
H 0.9393 -3.6725 1.6239 -1.0 -0.8 0.4 0.102
H 0.2961 2.7883 -0.1874 0.1 1.2 -0.8 0.113
H 1.3090 2.6327 -1.6617 0.5 0.8 0.0 0.072
H -0.7466 -1.7390 1.5669 -0.4 0.7 1.1 0.094
H -1.8671 -2.9285 0.9710 -1.3 -0.1 -0.4 0.105
H -0.0377 -3.4254 -0.7175 0.8 0.4 0.4 0.095
H -0.5574 -1.8824 -1.1214 -0.6 -0.3 1.8 0.095
H 3.0183 1.7195 1.5767 -0.1 -0.1 0.0 -0.323
```
Positions in Å, forces in eV/Å.

Results
* LUMO: -0.00013 Ha
* HOMO level: -0.2900 hartree
* energy relative to the best compared isomer or geometry (same formula, charge and spin): 38.09 kcal per mole
* total energy: -1137.3281 Eh
* multiplicity: 1
* frontier orbital gap: 7.89 eV

Computed, not measured: 2 unconnected molecules or ions with the total composition C8H19BrOSi in a non-equilibrium geometry, with ωB97M-V with the def2-TZVPD basis set.

The geometry in XYZ format:
```
30
Properties=species:S:1:pos:R:3:forces:R:3:lowdin_charge:R:1
C 1.5167 -2.6932 -0.0445 2.5 0.2 1.2 -0.111
C 1.4412 -0.8125 1.5609 -0.1 1.4 0.1 -0.116
C -0.6328 -2.3571 1.1765 3.3 1.0 1.2 -0.094
C -1.2316 4.5771 0.3278 2.7 2.4 -1.0 -0.050
C -0.4464 -1.1166 -2.4193 1.9 -1.2 3.9 -0.120
C 0.8301 1.3600 -0.9824 -2.5 0.5 1.5 -0.166
C 0.6593 -1.6096 0.5476 -2.5 -1.0 1.3 -0.624
C -1.5855 0.4163 0.2847 -1.0 -0.5 -0.3 -0.687
O -1.7644 1.3823 0.9074 0.5 0.4 0.2 0.019
Si -0.0429 -0.3017 -0.6524 -0.1 -0.1 -2.6 0.680
Br -3.3295 -0.7597 0.0670 0.2 0.1 -0.3 0.481
H 1.1311 -3.6137 -0.4611 -0.7 0.2 -0.3 0.081
H 2.2543 -2.2257 -0.7004 0.1 -0.4 -0.4 0.082
H 2.1502 -3.0213 0.8305 -0.5 -0.1 -0.8 0.100
H 1.9579 -1.2362 2.4336 0.0 -0.7 -0.7 0.099
H 0.8096 -0.0602 2.0265 -0.4 0.2 0.1 0.076
H 2.0812 -0.2100 0.9218 1.1 0.1 0.6 0.067
H -1.0795 -2.7258 0.3194 -1.4 -1.6 -1.1 0.023
H -0.3156 -3.0778 1.9787 -0.2 0.2 -1.2 0.110
H -1.2842 -1.6755 1.6520 -0.7 0.7 0.5 0.005
H -1.3457 5.6831 0.0247 0.3 -1.6 0.6 0.051
H -0.4495 4.1265 -0.3155 -0.7 0.3 -0.1 0.004
H -2.1460 4.1186 0.1768 -1.7 -1.2 0.1 -0.023
H 0.1210 -0.6829 -3.1794 1.0 0.8 -1.1 0.001
H -0.1104 -2.1729 -2.2419 -0.5 0.7 -0.5 0.040
H -1.4489 -1.0714 -2.6239 -2.5 -0.1 -0.6 -0.026
H 0.8734 1.7833 0.0285 0.0 0.4 -0.1 0.029
H 1.7957 1.3734 -1.3049 2.9 -0.6 -0.9 -0.012
H 0.3544 2.1306 -1.6414 -0.3 -1.0 0.6 0.062
H -0.7632 4.4727 1.3026 -0.7 0.2 0.4 0.018
```
Positions in Å, forces in eV/Å.

Results
* LUMO: 0.01462 Ha
* HOMO level: -0.3522 hartree
* energy relative to the best compared isomer or geometry (same formula, charge and spin): 0.00 kcal per mole
* total energy: -3254.9251 Eh
* SMILES: CC(C)(C)[Si](C)(C)C(=O)Br.C
* multiplicity: 1
* frontier orbital gap: 9.98 eV

Computed, not measured: a single C8H19ClSi molecule in a non-equilibrium geometry, with ωB97M-V with the def2-TZVPD basis set.

The geometry in XYZ format:
```
29
Properties=species:S:1:pos:R:3:forces:R:3:lowdin_charge:R:1
Cl -0.7600 2.6322 -1.9260 0.4 0.0 0.6 0.338
C -0.2406 -2.7448 0.1863 -0.5 -1.7 -0.4 -0.080
C 1.7953 -1.1912 0.6374 0.2 -2.0 -0.8 -0.073
C -1.9610 -0.2091 -0.2742 -0.2 -2.0 1.1 -0.125
C -0.2304 -0.6469 -1.8961 0.1 2.3 -1.1 -0.143
C 0.2654 -1.3112 0.4875 -0.4 0.8 0.2 -0.385
C 1.7280 2.1995 0.1836 -1.4 3.3 0.3 -0.211
C -0.9220 2.3069 1.3425 -0.8 -1.8 0.6 -0.211
C -0.4290 -0.2413 -0.4620 -0.2 -0.1 0.4 -0.547
Si -0.0162 1.6796 -0.1973 -0.2 -1.2 1.0 0.281
H 0.5735 -3.4622 -0.0317 0.1 0.6 0.2 0.071
H -0.8226 -2.8003 -0.7703 0.2 0.2 1.0 0.060
H -0.8504 -3.3393 0.9703 0.8 1.6 -0.9 0.103
H 2.1670 -2.0274 1.3089 -0.4 0.9 -0.8 0.098
H 2.2371 -1.3492 -0.3652 0.2 0.1 0.5 0.083
H 2.1705 -0.2703 1.0488 -0.2 0.4 0.1 0.038
H -2.2742 0.0944 0.7326 0.1 -0.2 -0.1 0.065
H -2.4140 0.4766 -0.9559 -0.4 0.4 -0.7 0.048
H -2.3832 -1.2583 -0.4508 0.4 1.4 0.1 0.108
H 0.8030 -0.5396 -2.1406 1.0 -0.6 -0.4 0.074
H -0.6766 0.1488 -2.5054 -0.1 -0.2 -0.1 0.030
H -0.6897 -1.5260 -2.2993 0.0 -0.9 0.4 0.074
H -0.0597 -1.0438 1.4587 -0.8 0.1 1.3 0.099
H 1.7028 3.3361 0.4363 -0.3 -1.5 -0.8 0.077
H 2.2012 1.8758 1.0618 0.4 -1.2 1.2 0.007
H 2.3660 2.1360 -0.6286 1.5 -0.4 -1.6 -0.002
H -1.0319 1.4441 2.1126 0.3 1.2 -1.3 0.063
H -0.2741 3.0382 1.8387 -0.7 0.3 -0.2 0.020
H -1.9742 2.5925 1.0973 1.0 0.3 0.4 0.040
```
Positions in Å, forces in eV/Å.

Results
* LUMO: 0.02769 Ha
* HOMO level: -0.3600 hartree
* energy relative to the best compared isomer or geometry (same formula, charge and spin): 25.33 kcal per mole
* total energy: -1065.9304 Eh
* SMILES: CC(C)C(C)(C)[Si](C)(C)Cl
* multiplicity: 1
* frontier orbital gap: 10.55 eV

Computed, not measured: a gas-phase ion, C8H19N2S (charge +1), with ωB97M-V with the def2-TZVPD basis set.

The geometry in XYZ format:
```
30
Properties=species:S:1:pos:R:3:forces:R:3:lowdin_charge:R:1
C 0.4643 1.6699 -0.9712 -0.1 -0.1 -0.1 -0.396
C 2.2438 0.2382 -1.8244 -0.1 -0.1 0.0 -0.076
C 1.9402 0.3941 0.6552 -0.1 0.0 0.0 -0.073
C -1.7377 0.1853 0.8433 0.0 -0.1 -0.1 -0.084
C -2.2197 -2.0950 -0.0713 0.1 0.1 -0.1 -0.114
C -0.4764 -1.8257 1.6985 0.0 0.0 0.0 -0.091
C 1.2194 0.3969 -0.6860 -0.4 -0.7 0.0 -0.683
C -1.1458 -1.1719 0.4995 0.3 0.2 -0.2 -0.798
N -0.4846 1.6266 -1.8721 -0.1 0.2 -0.2 0.205
N 0.8033 2.7908 -0.3746 0.0 0.3 0.1 0.247
S 0.0674 -1.0562 -0.9217 0.3 0.1 0.1 1.031
H 2.8152 -0.6705 -1.6574 0.1 -0.1 0.0 0.096
H 1.7538 0.1547 -2.7908 0.0 0.0 -0.1 0.085
H 2.9308 1.0815 -1.8466 0.0 0.1 0.0 0.101
H 2.2965 -0.6121 0.8598 0.0 0.0 0.0 0.100
H 2.8141 1.0436 0.6277 0.1 0.1 0.0 0.093
H 1.2925 0.7004 1.4728 0.0 0.0 0.1 0.079
H -0.9784 0.8923 1.1746 0.0 0.1 0.1 0.068
H -2.2735 0.6082 -0.0044 0.0 0.0 0.0 0.079
H -2.4481 0.0577 1.6581 -0.1 0.0 0.1 0.100
H -1.7885 -3.0497 -0.3645 0.0 -0.1 0.0 0.085
H -2.6983 -1.6523 -0.9425 -0.1 0.0 0.0 0.081
H -2.9806 -2.2802 0.6830 0.0 0.0 0.1 0.098
H 0.0463 -2.7298 1.3967 0.0 -0.1 0.0 0.088
H 0.2276 -1.1607 2.1894 0.1 0.0 0.1 0.068
H -1.2360 -2.1031 2.4263 -0.1 0.0 0.1 0.095
H -0.7259 0.7048 -2.2363 0.0 0.2 0.1 0.089
H -1.0000 2.4397 -2.1748 0.1 0.0 0.0 0.149
H 1.5548 2.8092 0.2982 -0.1 0.0 -0.1 0.131
H 0.3486 3.6668 -0.5907 0.1 -0.1 0.1 0.148
```
Positions in Å, forces in eV/Å.

Results
* LUMO: -0.11073 Ha
* HOMO level: -0.4672 hartree
* energy relative to the best compared isomer or geometry (same formula, charge and spin): 0.00 kcal per mole
* net charge: +1
* total energy: -823.7262 Eh
* SMILES: CC(C)(C)SC(C)(C)C(N)=[NH2+]
* multiplicity: 1
* frontier orbital gap: 9.70 eV

Computed, not measured: a single C8H19N3 molecule in a non-equilibrium geometry, with ωB97M-V with the def2-TZVPD basis set.

The geometry in XYZ format:
```
30
Properties=species:S:1:pos:R:3:forces:R:3:lowdin_charge:R:1
C 1.0660 -0.6047 0.0043 -0.1 -0.1 -0.3 -0.236
C -0.0430 0.1144 0.3106 0.7 -0.6 1.0 -0.224
C 1.3444 -1.0951 -1.3581 2.1 -0.1 1.5 -0.052
C -0.1934 0.5827 1.7831 -5.1 -1.7 -0.6 -0.043
C 1.8077 -2.2958 1.8568 4.6 -1.6 -2.3 -0.095
C 0.0113 2.4069 -1.1464 1.0 1.2 0.9 -0.130
C -3.4098 0.1871 -0.8617 -0.8 -3.3 -1.6 -0.126
C 2.1532 -1.0883 0.9561 -2.4 3.2 4.3 -0.211
N -0.6067 1.2829 -1.7989 -1.5 0.6 3.1 -0.004
N -2.2631 0.7363 -0.1441 -1.6 0.4 -0.4 -0.127
N -1.0545 0.4945 -0.6767 2.3 -3.1 -0.3 -0.203
H 1.4022 -0.4388 -2.1339 0.2 2.4 -2.0 0.039
H 2.2602 -1.6557 -1.4146 0.8 0.0 0.2 0.084
H 0.6969 -1.7869 -1.6660 -3.3 -2.8 -1.1 0.050
H -1.1730 1.2287 1.8650 1.9 -1.3 0.0 0.099
H -0.3211 -0.2630 2.5638 0.3 1.3 -1.4 0.107
H 0.5842 1.1800 2.0286 2.7 1.8 1.0 0.011
H 2.1316 -3.2261 1.2246 -0.5 1.3 1.2 0.105
H 0.8358 -2.4716 2.0158 -3.7 -0.1 1.0 0.010
H 2.4276 -2.3269 2.7755 -0.5 0.1 -0.5 0.080
H 0.6661 2.2390 -0.1908 -0.7 -0.2 -2.1 0.115
H 0.5231 2.9471 -1.8988 1.2 0.7 -0.6 0.060
H -0.7062 3.1534 -0.8069 -0.6 -0.3 0.0 0.069
H -3.3573 0.0877 -2.0458 0.3 0.8 2.3 0.090
H -3.3913 -0.9621 -0.5558 -0.5 2.2 -0.5 0.096
H -4.4487 0.6255 -0.6444 1.9 -0.4 0.2 0.083
H 2.2851 -0.1735 1.7150 0.2 -1.8 -1.4 0.135
H 3.0961 -1.3115 0.5702 1.3 0.2 -1.3 0.073
H 0.0012 0.7285 -2.3451 0.7 -0.5 -0.4 0.065
H -2.3244 1.7050 0.0187 -0.8 1.6 0.3 0.081
```
Positions in Å, forces in eV/Å.

Results
* LUMO: 0.03451 Ha
* HOMO level: -0.2873 hartree
* energy relative to the best compared isomer or geometry (same formula, charge and spin): 98.86 kcal per mole
* total energy: -480.2867 Eh
* SMILES: CC/C(C)=C(\C)N(NC)NC
* multiplicity: 1
* frontier orbital gap: 8.76 eV

Computed, not measured: a gas-phase ion, C8H19N3 (charge +2) in a non-equilibrium geometry, with ωB97M-V with the def2-TZVPD basis set.

The geometry in XYZ format:
```
30
Properties=species:S:1:pos:R:3:forces:R:3:lowdin_charge:R:1
C 0.2858 0.7821 -0.4191 -1.1 -3.2 1.0 -0.143
C 1.1198 2.8164 0.0762 -0.3 -1.3 -0.8 -0.069
C 1.7143 2.2907 -1.2339 2.4 1.4 0.3 -0.054
C -2.1663 -0.1344 -0.1933 -1.9 -0.2 -4.4 -0.020
C -0.5622 -1.4815 -1.5564 0.4 0.0 -0.1 -0.015
C 1.1090 -1.4969 0.7535 0.2 -2.8 3.9 0.024
C -0.9447 -1.2223 2.1460 3.8 3.0 1.1 0.042
C -0.7422 -0.6240 -0.3419 -0.5 1.7 -1.1 -0.341
N 0.2044 1.7812 0.4319 -1.2 -2.9 -1.8 0.146
N 1.2921 0.8896 -1.2707 -2.0 0.7 -0.1 0.140
N -0.4145 -1.5281 0.8308 3.4 1.1 -2.0 -0.117
H 1.7625 2.9021 0.8550 2.4 0.6 2.1 0.113
H 0.5865 3.6829 -0.0545 -1.0 2.3 -0.3 0.120
H 1.3255 3.0273 -1.9822 0.6 -1.5 -0.3 0.160
H 2.8423 2.2562 -1.1350 -1.3 0.6 -0.7 0.163
H -2.5160 0.5847 -1.0874 1.1 -1.7 1.6 0.174
H -2.2296 0.5036 0.6070 -0.7 1.2 2.3 0.040
H -2.9614 -0.9816 -0.2377 1.5 1.4 0.5 0.159
H -1.3774 -2.0747 -1.8123 -2.0 -1.1 0.4 0.100
H -0.3956 -1.1239 -2.5183 0.1 2.3 -1.5 0.095
H 0.2363 -2.1543 -1.5776 1.5 -1.2 0.9 0.086
H 1.4942 -0.7166 1.3626 0.0 1.3 0.0 0.101
H 1.4182 -2.3579 1.3973 0.0 0.3 -0.8 0.143
H 1.5796 -1.6050 -0.1844 -0.1 0.0 -1.0 0.092
H -0.4367 -0.2521 2.6408 -1.1 -2.2 -1.2 0.179
H -1.9311 -1.0662 1.9931 -3.3 0.1 0.4 0.062
H -0.6324 -2.0726 2.6683 -0.2 -1.0 1.7 0.110
H -0.3309 1.5765 1.2322 -0.6 0.9 1.3 0.145
H 1.3040 0.3232 -2.0958 0.2 -0.1 -0.5 0.162
H -0.6335 -2.5246 0.7056 -0.5 0.5 -1.0 0.206
```
Positions in Å, forces in eV/Å.

Results
* LUMO: -0.26468 Ha
* HOMO level: -0.6649 hartree
* energy relative to the best compared isomer or geometry (same formula, charge and spin): 28.12 kcal per mole
* net charge: +2
* total energy: -479.7808 Eh
* SMILES: C[NH+](C)C(C)(C)C1=[NH+]CCN1
* multiplicity: 1
* frontier orbital gap: 10.89 eV

Computed, not measured: a single C8H19NO molecule in a non-equilibrium geometry, with ωB97M-V with the def2-TZVPD basis set.

The geometry in XYZ format:
```
29
Properties=species:S:1:pos:R:3:forces:R:3:lowdin_charge:R:1
C 0.1015 0.7815 -0.6277 -1.2 0.7 -1.0 -0.490
C -0.3804 -0.6048 -0.1394 1.0 -1.0 1.0 -0.248
C 0.4918 -1.2803 1.0806 -0.9 0.5 -0.6 -0.356
C -0.8921 1.3394 -1.8052 1.0 -0.3 0.3 -0.208
C 0.1708 1.8407 0.4775 -0.1 0.1 -0.1 -0.031
C -0.4593 -1.6431 -1.2724 -0.1 0.1 0.0 -0.066
C -0.0497 -0.8910 2.4569 -0.1 0.0 0.1 -0.087
C 2.0056 -1.1039 1.0206 0.2 -0.1 -0.2 -0.083
N -2.2348 1.7127 -1.3767 -0.1 0.0 0.3 0.000
O 1.3782 0.6623 -1.2581 0.2 0.2 0.0 -0.033
H 2.0516 1.0697 -0.6896 -0.4 -0.2 -0.3 0.093
H -1.3948 -0.4910 0.2610 0.1 0.1 0.1 0.127
H 0.3127 -2.3610 1.0007 -0.1 0.2 -0.2 0.118
H -2.6916 2.2153 -2.1365 0.1 -0.1 0.3 0.070
H -2.7914 0.8794 -1.1950 0.1 0.2 -0.1 0.063
H -0.9626 0.6506 -2.6533 0.5 -0.4 0.3 0.096
H -0.4123 2.2221 -2.2455 0.1 0.0 0.4 0.113
H 0.3654 2.8289 0.0435 -0.2 -0.2 -0.1 0.091
H -0.7589 1.8949 1.0505 0.1 0.0 -0.2 0.088
H 0.9869 1.6576 1.1803 0.0 -0.2 0.0 0.068
H -1.1992 -1.3602 -2.0264 0.2 0.0 0.0 0.066
H 0.5066 -1.7759 -1.7671 -0.1 0.1 0.0 0.086
H -0.7880 -2.6153 -0.8888 0.1 0.2 0.1 0.077
H 0.4673 -1.4485 3.2480 0.0 0.1 -0.1 0.078
H 2.4976 -1.7521 1.7569 -0.2 0.1 0.0 0.081
H -1.1131 -1.1405 2.5381 0.1 0.1 0.0 0.078
H 0.0734 0.1723 2.6724 0.0 0.0 0.0 0.064
H 2.3150 -0.0818 1.2553 0.0 0.0 -0.1 0.065
H 2.4038 -1.3779 0.0394 0.0 0.1 0.1 0.079
```
Positions in Å, forces in eV/Å.

Results
* LUMO: 0.03371 Ha
* HOMO level: -0.3359 hartree
* energy relative to the best compared isomer or geometry (same formula, charge and spin): 23.39 kcal per mole
* total energy: -446.1955 Eh
* SMILES: CC(C)[C@H](C)[C@@](C)(O)CN
* multiplicity: 1
* frontier orbital gap: 10.06 eV